Record 1
One molecule with the formula CH2NP3 at a distorted geometry. Source: the OMol25 dataset; level of theory: ωB97M-V with the def2-TZVPD basis set.

Calculated values
Total charge ... 0
HOMO-LUMO gap (alpha / beta) ... 5.26 / 5.54 eV
E_tot ... -1117.910962 Eh
Relative energy (zero: lowest compared OMol25 entry of this formula, charge and spin) ... 437.7 kJ/mol
Multiplicity ... 1
HOMO energy (alpha / beta) ... -0.288 / -0.299 hartree

Atoms and positions in Å:
C -1.165 1.007 -0.073
N -0.268 1.803 0.066
P -1.096 -0.776 -0.183
P 2.657 -0.126 -0.181
P 0.932 -1.077 -0.030
H -2.115 1.473 0.020
H 1.055 -2.304 0.381

Atomic partial charges in e from the Löwdin method, atoms 1 to 2: atom 1 (C): -0.74, atom 2 (N): 0.12



Record 2
C40H64GeInN7S2Se as an isolated structure at a distorted geometry. Source: the OMol25 dataset; level of theory: ωB97M-V with the def2-TZVPD basis set.

Calculated values
Total charge ... 0
HOMO-LUMO gap ... 6.22 eV
E_tot ... -7410.652592 Eh
Relative energy (zero: lowest compared OMol25 entry of this formula, charge and spin) ... 57.3 kJ/mol
Multiplicity ... 1
HOMO energy ... -0.247 hartree

Atoms and positions in Å:
In 0.266 -0.344 -0.154
C 1.772 1.151 1.307
C 1.131 1.219 2.609
C 1.774 0.293 3.431
C 2.903 -0.214 2.699
C 2.948 0.330 1.428
C 4.165 0.379 0.529
C 4.864 -0.984 0.452
C 5.132 1.405 1.148
C 3.827 0.833 -0.892
C 1.376 -0.294 4.788
C -0.044 -0.878 4.675
C 2.292 -1.459 5.200
C 1.465 0.716 5.944
C 0.345 2.491 2.964
C -0.106 3.252 1.701
C 1.346 3.412 3.692
C -0.911 2.342 3.839
H 1.752 1.989 0.623
H 3.711 -0.770 3.156
H 5.222 -1.298 1.434
H 5.725 -0.929 -0.218
H 4.182 -1.745 0.067
H 5.457 1.073 2.135
H 4.632 2.369 1.263
H 6.012 1.541 0.514
H 3.053 0.198 -1.330
H 4.715 0.771 -1.524
H 3.476 1.867 -0.908
H -0.045 -1.725 3.984
H -0.736 -0.135 4.286
H -0.405 -1.226 5.647
H 2.313 -2.246 4.450
H 1.912 -1.897 6.125
H 3.313 -1.121 5.391
H 0.766 1.541 5.840
H 2.475 1.126 5.998
H 1.249 0.212 6.889
H 0.737 3.688 1.162
H -0.768 4.071 1.988
H -0.655 2.600 1.019
H 2.245 3.542 3.086
H 1.646 2.998 4.653
H 0.900 4.396 3.863
H -1.681 1.788 3.306
H -1.309 3.335 4.061
H -0.709 1.852 4.787
S -1.799 0.380 1.023
C -2.816 -0.957 0.442
N -3.555 -1.669 1.237
N -3.480 -1.436 2.523
C -4.158 -2.183 3.475
C -4.056 -1.809 4.815
C -4.707 -2.548 5.786
C -5.462 -3.659 5.439
C -5.565 -4.025 4.103
C -4.924 -3.294 3.119
N -2.955 -1.208 -0.887
N -2.110 -0.682 -1.640
C -2.356 -0.817 -3.015
C -3.624 -1.116 -3.527
C -3.832 -1.148 -4.893
C -2.784 -0.892 -5.770
C -1.525 -0.599 -5.267
C -1.312 -0.554 -3.900
H -2.819 -0.724 2.830
H -3.468 -0.939 5.084
H -4.621 -2.256 6.825
H -5.967 -4.231 6.205
H -6.144 -4.897 3.828
H -4.991 -3.558 2.073
H -4.429 -1.300 -2.830
H -4.816 -1.373 -5.283
H -2.953 -0.921 -6.839
H -0.705 -0.401 -5.946
H -0.333 -0.331 -3.494
C -2.197 5.068 -4.295
Ge -1.128 4.796 -2.658
C 0.681 5.529 -2.967
C -1.925 5.649 -1.073
C -1.056 2.834 -2.273
Se 0.739 2.179 -1.899
C 1.332 2.005 -3.744
H -2.294 6.130 -4.518
H -3.194 4.643 -4.187
H -1.709 4.583 -5.141
H 0.676 6.607 -2.804
H 1.007 5.344 -3.991
H 1.401 5.080 -2.285
H -1.883 6.735 -1.141
H -1.383 5.339 -0.179
H -2.966 5.347 -0.964
H -1.450 2.223 -3.086
H -1.637 2.618 -1.375
H 1.187 2.960 -4.243
H 0.758 1.230 -4.247
H 2.388 1.746 -3.732
C 1.275 -1.596 -1.704
H 2.141 -2.093 -1.269
H 1.599 -0.994 -2.553
H 0.549 -2.338 -2.034
C -1.151 -5.407 -2.823
C -1.786 -5.257 -1.434
C -0.892 -4.497 -0.517
N -1.074 -3.300 -0.121
N -0.085 -2.773 0.655
C 0.909 -3.621 0.834
N 2.020 -3.362 1.505
S 0.627 -5.172 0.072
H -1.759 -6.057 -3.452
H -0.155 -5.845 -2.747
H -1.065 -4.435 -3.308
H -1.984 -6.246 -1.015
H -2.724 -4.707 -1.507
H 2.225 -2.406 1.823
H 2.768 -4.032 1.512

Atomic partial charges in e from the Löwdin method, atoms 1 to 2: atom 1 (In): 0.64, atom 2 (C): -0.19



Record 3
A 8-piece molecular cluster, C19H46F8O8S7 overall at a distorted geometry. Source: the OMol25 dataset; level of theory: ωB97M-V with the def2-TZVPD basis set.

Calculated values
Total charge ... 0
HOMO-LUMO gap ... 8.85 eV
E_tot ... -4939.278750 Eh
Multiplicity ... 1
HOMO energy ... -0.326 hartree

Atoms and positions in Å:
C -4.270 9.275 -0.558
C -4.543 7.753 -0.649
C -5.234 7.234 -1.904
F -5.154 8.025 -2.954
F -5.003 5.918 -2.330
F -3.424 7.083 -0.632
F -5.200 7.299 0.365
O -5.584 9.919 -0.406
C -5.593 11.272 -0.891
C -6.962 11.944 -0.812
F -6.870 13.131 -1.394
F -8.009 11.191 -1.278
F -4.661 11.950 -0.221
F -5.290 11.305 -2.231
H -3.639 9.478 -1.423
H -3.544 9.667 0.155
H -6.308 7.311 -1.734
H -7.314 12.292 0.160
C 6.098 -2.265 6.339
S 4.382 -2.930 6.062
O 4.140 -3.694 7.367
C 3.664 -1.274 6.421
H 6.724 -3.142 6.174
H 6.222 -1.844 7.337
H 6.469 -1.563 5.592
H 3.886 -0.808 7.380
H 2.599 -1.323 6.191
H 3.922 -0.616 5.591
C -3.538 -7.707 -2.469
S -2.563 -6.868 -1.158
O -1.579 -5.964 -1.908
C -3.967 -5.700 -0.682
H -4.593 -7.650 -2.200
H -3.089 -8.698 -2.546
H -3.352 -7.129 -3.374
H -3.702 -4.686 -0.984
H -4.032 -5.416 0.369
H -4.928 -6.007 -1.094
C -3.989 2.580 5.619
S -2.550 1.755 6.327
O -2.330 2.403 7.656
C -3.306 0.171 6.698
H -3.693 3.610 5.816
H -4.736 2.231 6.333
H -4.033 2.307 4.564
H -3.742 0.038 7.688
H -2.375 -0.396 6.707
H -3.829 -0.150 5.797
C 4.418 -7.139 -1.426
S 4.937 -8.606 -2.366
O 5.342 -9.635 -1.278
C 3.190 -9.003 -2.796
H 3.909 -6.368 -2.005
H 5.213 -6.678 -0.840
H 3.655 -7.547 -0.763
H 2.821 -9.418 -1.858
H 3.197 -9.982 -3.276
H 2.681 -8.373 -3.525
C 0.839 2.145 -6.584
S 0.197 0.868 -7.768
O 1.208 0.396 -8.828
C 0.054 -0.557 -6.637
H 1.857 1.884 -6.292
H 0.327 2.324 -5.639
H 0.950 3.099 -7.099
H -0.411 -1.413 -7.127
H -0.538 -0.290 -5.762
H 0.981 -0.977 -6.245
C -1.524 0.394 -0.460
S -0.808 -0.280 1.131
O -1.664 -1.398 1.680
C 0.616 -1.121 0.479
H -1.476 -0.511 -1.065
H -0.929 1.305 -0.519
H -2.560 0.719 -0.358
H 0.378 -2.023 -0.085
H 1.098 -1.481 1.387
H 1.154 -0.392 -0.126
C 8.753 -2.940 -1.520
S 7.684 -1.463 -1.400
O 6.373 -1.958 -1.936
C 7.487 -1.330 0.392
H 8.528 -3.622 -0.700
H 9.828 -2.758 -1.504
H 8.473 -3.371 -2.481
H 6.780 -0.535 0.625
H 8.397 -1.050 0.924
H 7.006 -2.230 0.775

Atomic partial charges in e from the Löwdin method, atoms 1 to 2: atom 1 (C): -0.03, atom 2 (C): -0.55



Record 4
A 21-piece molecular cluster, H42O21 overall at a distorted geometry. Source: the OMol25 dataset; level of theory: ωB97M-V with the def2-TZVPD basis set.

Calculated values
Total charge ... 0
HOMO-LUMO gap ... 9.96 eV
E_tot ... -1605.188594 Eh
Relative energy (zero: lowest compared OMol25 entry of this formula, charge and spin) ... 618.3 kJ/mol
Multiplicity ... 1
HOMO energy ... -0.372 hartree

Atoms and positions in Å:
O 1.750 3.021 -2.885
H 1.793 2.568 -3.730
H 2.498 2.825 -2.323
O -0.673 0.012 -4.202
H -0.235 0.755 -3.753
H -1.363 0.426 -4.731
O -0.573 -4.398 -1.271
H -1.250 -3.704 -1.256
H -0.431 -4.550 -2.260
O -2.383 -1.590 3.550
H -2.164 -1.346 2.649
H -3.132 -2.182 3.605
O -2.517 0.565 -1.611
H -2.319 0.110 -2.449
H -3.192 1.154 -1.971
O -1.296 2.888 -2.515
H -1.398 3.691 -3.039
H -0.327 2.885 -2.393
O -2.262 -1.830 -0.877
H -2.502 -0.875 -0.716
H -3.025 -2.272 -0.484
O 2.512 -2.358 0.740
H 1.678 -2.033 1.140
H 2.430 -2.305 -0.223
O 1.840 4.485 -0.657
H 2.384 3.773 -0.323
H 1.347 4.885 0.071
O 2.495 0.986 1.609
H 3.390 0.653 1.426
H 1.984 0.376 2.143
O 4.431 -0.852 1.310
H 3.943 -1.631 0.989
H 5.204 -0.665 0.752
O -2.441 3.031 2.559
H -2.462 3.302 3.477
H -2.525 3.714 1.892
O 1.098 -1.848 -2.295
H 0.792 -0.956 -2.091
H 1.887 -1.930 -2.830
O -1.844 -4.858 1.212
H -1.296 -5.022 1.989
H -1.313 -4.710 0.404
O 0.827 2.871 3.056
H 0.023 2.508 3.428
H 1.610 2.535 3.485
O 0.179 1.960 0.614
H 0.150 2.928 0.654
H 0.898 1.802 1.270
O 0.401 1.090 -1.751
H -0.526 1.158 -1.453
H 0.812 1.527 -0.964
O 0.808 0.618 4.309
H 0.839 0.942 5.215
H 0.289 -0.196 4.385
O -1.759 0.629 1.599
H -1.671 1.379 1.009
H -2.249 0.993 2.345
O 0.159 -1.283 1.113
H -0.377 -2.092 1.067
H -0.569 -0.685 1.404
O -0.678 -3.557 -3.622
H -0.910 -2.687 -3.280
H 0.272 -3.673 -3.637

Atomic partial charges in e from the Löwdin method, atoms 1 to 2: atom 1 (O): -0.06, atom 2 (H): 0.05



Record 5
One molecule with the formula C5H10FNO at a distorted geometry. Source: the OMol25 dataset; level of theory: ωB97M-V with the def2-TZVPD basis set.

Calculated values
Total charge ... 0
HOMO-LUMO gap ... 9.21 eV
E_tot ... -426.316784 Eh
SMILES ... C/C(O)=C(/C)[C@H](N)F
Relative energy (zero: lowest compared OMol25 entry of this formula, charge and spin) ... 114.4 kJ/mol
Multiplicity ... 1
HOMO energy ... -0.309 hartree

Atoms and positions in Å:
C 0.037 0.629 -0.312
C -1.160 0.057 -0.161
C 0.488 2.125 -0.230
C -1.350 -1.452 -0.163
C 1.238 -0.308 -0.181
N 1.242 -0.981 1.086
O -2.298 0.749 -0.185
F 2.359 0.468 -0.356
H 1.408 2.257 -0.873
H 0.897 2.361 0.728
H -0.452 2.553 -0.652
H -0.978 -1.778 0.827
H -2.324 -1.753 -0.523
H -0.630 -2.039 -0.816
H 1.292 -1.057 -0.941
H 2.095 -1.496 1.323
H 0.995 -0.318 1.910
H -2.858 -0.016 -0.480

Atomic partial charges in e from the Löwdin method, atoms 1 to 2: atom 1 (C): -0.17, atom 2 (C): -0.39



What is the formula in the third record?
C19H46F8O8S7